Molecular formula: C27H56BBrCl2F3O7SSi4
Method: DFT, ωB97M-V/def2-TZVPD

Each line ends with the Löwdin charge.
Element x y z (Å)
C  -1.9327  -2.6035  0.2016  0.07
C  -2.8048  -2.6912  -0.6234  -0.15
C  -3.8670  -2.7645  -1.6267  -0.06
B  -3.7733  -1.7247  -2.9163  -0.83
C  -4.3181  -0.2071  -2.5913  -0.54
Br  -6.0944  0.1720  -3.3511  0.68
C  -4.2609  0.2262  -1.1227  -0.31
C  -5.4044  -0.2395  -0.1962  -0.14
O  -4.5438  -2.3848  -4.0453  -0.03
C  -3.6677  -3.0262  -4.8546  -0.28
S  -4.0655  -4.8408  -4.9378  0.82
O  -2.9375  -5.7069  -4.6982  -0.30
O  -5.3113  -5.1032  -4.2674  -0.27
C  -4.4850  -5.0753  -6.7601  -0.69
F  -5.7683  -4.8485  -6.9649  0.15
F  -4.2140  -6.3238  -7.1146  0.14
F  -3.7937  -4.2640  -7.5566  0.13
C  -2.1636  -2.5818  -4.4696  -0.37
C  -1.2396  -3.5929  -3.7517  -0.06
C  -0.1562  -2.9282  -2.9003  -0.38
C  0.7957  -1.9859  -3.6569  -0.02
O  0.5698  -4.0461  -2.3413  -0.06
C  -1.5557  -1.9556  -5.7479  -0.61
Cl  -1.6785  -0.2342  -5.8337  0.75
C  -1.0093  -2.6252  -6.7735  -0.74
C  -0.7985  -4.1113  -6.8765  -0.11
Cl  -0.4096  -1.7778  -8.1711  0.64
O  -2.4374  -1.5677  -3.5399  -0.03
H  -1.1401  -2.5507  0.9146  0.02
H  -3.9258  -3.7953  -2.0057  0.10
H  -4.8225  -2.5925  -1.1166  0.10
H  -3.6669  0.4684  -3.1534  0.07
H  -3.3116  -0.1331  -0.7100  0.08
H  -4.2118  1.3223  -1.0822  0.10
H  -5.0162  -0.9040  0.5852  0.06
H  -5.8704  0.6088  0.3143  0.06
H  -6.1737  -0.7938  -0.7352  0.04
H  -3.8464  -2.7142  -5.8950  0.14
H  -1.8600  -4.2004  -3.0889  0.12
H  -0.7325  -4.2900  -4.4159  0.10
H  -0.6157  -2.3800  -2.0798  0.11
H  0.6215  -0.9470  -3.3599  0.08
H  1.8361  -2.2235  -3.4043  0.07
H  0.6986  -2.0473  -4.7409  0.06
H  1.3358  -3.6895  -1.8799  0.07
H  -0.9632  -4.4440  -7.9043  0.07
H  -1.4736  -4.6681  -6.2319  0.04
H  0.2242  -4.3756  -6.5798  0.09
O  -1.7417  2.4067  3.8561  -0.27
Si  -1.2479  3.5930  4.8758  0.34
C  0.5976  3.4557  5.1539  -0.16
C  -2.1225  3.4483  6.5246  -0.16
C  -1.6348  5.2567  4.1294  -0.16
Si  -1.7483  0.7568  3.7385  0.36
C  -2.5602  0.2350  2.1567  -0.16
C  -2.6723  0.0222  5.1921  -0.16
C  0.0163  0.1236  3.7643  -0.16
H  0.8478  2.5428  5.6985  0.02
H  0.9672  4.3070  5.7302  0.03
H  1.1253  3.4324  4.1975  0.02
H  -3.2059  3.4201  6.3904  0.04
H  -1.8819  4.3020  7.1626  0.03
H  -1.8260  2.5405  7.0540  0.02
H  -2.7069  5.3775  3.9631  0.03
H  -1.1287  5.3902  3.1714  0.03
H  -1.3030  6.0500  4.8033  0.03
H  -3.5978  0.5710  2.1031  0.04
H  -2.5587  -0.8533  2.0863  0.02
H  -2.0342  0.6232  1.2827  0.04
H  -2.1540  0.2041  6.1366  0.02
H  -2.7708  -1.0578  5.0643  0.03
H  -3.6753  0.4471  5.2708  0.03
H  0.5012  0.3104  4.7255  0.02
H  0.6129  0.6047  2.9851  0.03
H  0.0312  -0.9537  3.5846  0.03
O  6.1913  1.7609  1.8291  -0.27
Si  4.7690  1.8006  2.6636  0.35
C  3.4726  2.7242  1.6828  -0.15
C  5.0168  2.6602  4.3076  -0.16
C  4.1750  0.0630  2.9694  -0.16
Si  7.3144  2.7826  1.1970  0.34
C  8.6639  1.7867  0.3842  -0.17
C  8.0644  3.8325  2.5531  -0.16
C  6.5264  3.9018  -0.0770  -0.16
H  3.7205  3.7831  1.5827  0.03
H  2.5034  2.6515  2.1822  0.02
H  3.3668  2.3065  0.6794  0.04
H  5.8374  2.2076  4.8687  0.03
H  4.1099  2.5870  4.9125  0.03
H  5.2444  3.7202  4.1748  0.02
H  4.8968  -0.5105  3.5547  0.03
H  4.0015  -0.4706  2.0329  0.04
H  3.2329  0.0901  3.5221  0.02
H  9.1629  1.1282  1.0976  0.03
H  9.4132  2.4631  -0.0339  0.03
H  8.2730  1.1720  -0.4287  0.03
H  7.3293  4.5188  2.9784  0.02
H  8.8914  4.4277  2.1592  0.03
H  8.4499  3.2093  3.3629  0.03
H  5.8056  4.5825  0.3806  0.02
H  6.0018  3.3203  -0.8379  0.04
H  7.2878  4.5054  -0.5763  0.03

Properties
Net charge: -1
Total energy (hartree): -6964.4660
HOMO (eV): -5.669
Kohn-Sham gap (eV): 7.508


Molecular formula: C52H66CdClN7O4S2
Method: DFT, ωB97M-V/def2-TZVPD

Each line ends with the Löwdin charge.
Element x y z (Å)
Cd  0.4809  1.4988  0.9542  1.35
C  2.6375  0.4538  6.8531  -0.10
C  1.9634  1.7720  6.4519  -0.21
C  1.0934  1.5864  5.2457  -0.17
C  -0.2665  1.3085  5.2321  -0.16
C  -1.1737  1.1972  6.4199  -0.19
C  -1.9628  2.4915  6.6501  -0.09
C  -0.6343  1.1780  3.8657  -0.30
C  -1.9911  0.7433  3.3836  -0.39
C  -2.4726  1.1541  2.0006  -0.27
C  -3.8085  1.0230  1.5080  -0.15
C  -5.0139  0.5790  2.2730  -0.19
C  -5.7121  1.7269  3.0086  -0.09
C  -3.7607  1.3363  0.1552  -0.17
C  -2.4135  1.6639  -0.1441  -0.28
C  -1.9029  1.9367  -1.4345  0.04
C  -0.6095  2.1936  -1.8584  -0.30
N  0.4946  2.2927  -1.0419  -0.02
C  1.5863  2.4599  -1.8170  -0.29
C  2.9150  2.5191  -1.3556  -0.02
C  3.3536  2.3492  -0.0267  -0.27
N  2.5583  2.0597  1.0210  -0.01
C  3.3299  2.0249  2.1606  -0.28
C  2.8430  1.8475  3.4433  0.04
C  1.5240  1.6039  3.8915  -0.27
N  0.4387  1.3481  3.0816  -0.01
C  4.7049  2.2813  1.7951  -0.15
C  4.7246  2.4772  0.4390  -0.15
C  5.9148  2.7700  -0.4201  -0.21
C  6.1315  4.2713  -0.6450  -0.10
C  5.8670  2.2940  2.7398  -0.20
C  6.1110  3.6741  3.3648  -0.10
C  1.1722  2.5268  -3.2111  -0.16
C  -0.1882  2.3551  -3.2326  -0.16
C  -1.0953  2.3844  -4.4251  -0.20
C  -1.6519  3.7929  -4.6739  -0.09
C  2.0843  2.7786  -4.3721  -0.21
C  2.4142  4.2705  -4.5162  -0.10
N  -1.6642  1.5684  1.0088  -0.02
C  -4.8864  1.2705  -0.8338  -0.20
C  -5.2562  2.6269  -1.4596  -0.10
H  3.3151  0.5853  7.7025  0.06
H  3.2044  0.0596  6.0089  0.07
H  1.8789  -0.2828  7.1206  0.07
H  2.7316  2.5232  6.2454  0.10
H  1.3607  2.1435  7.2847  0.10
H  -0.5804  0.9760  7.3123  0.10
H  -1.8738  0.3756  6.2841  0.07
H  -1.2787  3.3375  6.7534  0.07
H  -2.5843  2.4204  7.5467  0.06
H  -2.6255  2.6911  5.8066  0.06
H  -2.7437  0.9774  4.1337  0.07
H  -4.7430  -0.1798  2.9910  0.07
H  -5.7267  0.1214  1.5805  0.10
H  -5.0505  2.1543  3.7630  0.07
H  -6.6086  1.3633  3.5165  0.06
H  -6.0043  2.5147  2.3080  0.06
H  -2.6443  1.8870  -2.2257  0.09
H  3.6741  2.7306  -2.1007  0.07
H  3.5793  1.9442  4.2360  0.09
H  5.7951  2.2724  -1.3870  0.10
H  6.8121  2.3505  0.0459  0.09
H  5.2929  4.7046  -1.1916  0.07
H  7.0518  4.4593  -1.2060  0.06
H  6.2071  4.7864  0.3132  0.06
H  6.7728  1.9809  2.2122  0.10
H  5.6901  1.5729  3.5409  0.10
H  6.4573  4.3848  2.6132  0.05
H  6.8656  3.6144  4.1538  0.06
H  5.1844  4.0590  3.7913  0.07
H  -1.9262  1.6891  -4.2796  0.10
H  -0.5474  2.0547  -5.3130  0.10
H  -2.0659  4.1952  -3.7491  0.07
H  -2.4341  3.7850  -5.4377  0.06
H  -0.8542  4.4593  -5.0049  0.06
H  1.6154  2.4189  -5.2932  0.09
H  3.0138  2.2157  -4.2435  0.10
H  1.4936  4.8546  -4.5395  0.06
H  2.9760  4.4711  -5.4328  0.06
H  2.9997  4.6089  -3.6609  0.06
H  -5.7643  0.8700  -0.3235  0.09
H  -4.6301  0.5585  -1.6270  0.10
H  -5.1107  3.4272  -0.7333  0.07
H  -6.3015  2.6416  -1.7798  0.06
H  -4.6369  2.8529  -2.3285  0.05
C  1.0696  -4.0014  -2.3654  -0.01
C  0.6128  -3.6767  -3.7930  -0.48
C  0.8497  -4.9328  -4.6490  -0.04
C  1.5208  -2.5814  -4.3758  -0.04
C  -0.8881  -3.2192  -3.8667  -0.42
O  -1.3211  -3.2218  -5.2352  -0.01
C  -1.8709  -4.0428  -3.0149  -0.11
C  -2.0534  -5.5526  -3.2925  -0.13
C  -1.5131  -6.4473  -2.1990  -0.24
C  -1.8329  -6.1984  -0.8637  -0.02
C  -1.3729  -7.0253  0.1492  -0.08
C  -0.5936  -8.1231  -0.1765  -0.68
Cl  -0.0293  -9.1845  1.0789  0.64
C  -0.2724  -8.4034  -1.4932  -0.11
C  -0.7380  -7.5612  -2.4941  -0.06
C  -1.0894  -1.7165  -3.4739  -0.05
N  -0.8089  -1.3398  -2.1088  -0.09
C  0.2505  -0.6823  -1.6115  -0.18
N  0.1906  -0.6459  -0.3018  0.05
C  -0.9782  -1.2901  -0.0212  -0.20
N  -1.6064  -1.7263  -1.0855  0.13
H  2.1361  -4.2379  -2.3839  0.09
H  0.5431  -4.8657  -1.9603  0.08
H  0.9360  -3.1670  -1.6807  0.08
H  1.9226  -5.1283  -4.6963  0.09
H  0.4933  -4.7941  -5.6702  0.09
H  0.3831  -5.8162  -4.2164  0.05
H  2.5317  -2.9746  -4.4955  0.08
H  1.5872  -1.7145  -3.7209  0.06
H  1.1577  -2.2641  -5.3553  0.09
H  -1.6828  -4.0930  -5.4206  0.08
H  -2.8382  -3.5532  -3.1392  0.12
H  -1.6036  -3.9045  -1.9756  0.08
H  -1.6220  -5.8580  -4.2490  0.09
H  -3.1256  -5.7540  -3.3649  0.12
H  -2.4535  -5.3511  -0.5984  0.13
H  -1.6228  -6.8115  1.1795  0.11
H  0.3314  -9.2676  -1.7336  0.10
H  -0.4934  -7.7940  -3.5246  0.11
H  -2.1372  -1.4901  -3.6741  0.13
H  -0.4876  -1.0885  -4.1270  0.12
H  1.0317  -0.2468  -2.2154  0.13
H  -1.3487  -1.4317  0.9809  0.05
O  -2.6170  -2.4039  5.9986  -0.42
S  -3.3977  -1.6709  5.0153  0.17
O  -4.3756  -2.4880  4.3116  -0.43
O  -3.9375  -0.4120  5.5162  -0.41
S  -1.9509  -1.1667  3.5072  0.77

Properties
Net charge: -2
ΔE to the lowest compared entry with this formula, charge and spin (kcal per mole): 16.68
Total energy (hartree): -4129.8264
HOMO (eV): -0.635
Kohn-Sham gap (eV): 3.919


Molecular formula: C5H16N2S
Method: DFT, ωB97M-V/def2-TZVPD

Each line ends with the Löwdin charge.
Element x y z (Å)
C  -1.6204  -0.6927  -3.4701  -0.11
C  -1.1008  -0.2686  -2.0950  -0.36
C  -1.5977  1.1173  -1.7275  -0.58
S  -0.9238  1.6404  -0.1112  0.69
H  -1.3142  -1.7096  -3.7101  0.07
H  -1.2329  -0.0229  -4.2387  0.07
H  -2.7131  -0.6463  -3.5090  0.08
H  -1.4072  -0.9994  -1.3435  0.09
H  -0.0083  -0.2761  -2.0964  0.10
H  -2.6804  1.1178  -1.6710  0.07
H  -1.2523  1.8206  -2.4809  0.07
H  -1.0903  2.9533  -0.3077  -0.16
N  0.6440  -1.9298  0.6734  -0.01
C  1.7079  -1.0702  1.1862  -0.31
C  1.4462  -0.7155  2.6432  -0.31
N  2.6020  -0.0229  3.2079  -0.02
H  0.8917  -2.2683  -0.2474  0.06
H  -0.2159  -1.4025  0.5728  0.03
H  1.8324  -0.1449  0.6137  0.09
H  2.6544  -1.6157  1.1510  0.11
H  0.5087  -0.1406  2.7121  0.10
H  1.2953  -1.6482  3.1845  0.11
H  2.7942  0.8266  2.6902  0.06
H  2.4292  0.2452  4.1694  0.06

Properties
SMILES string: CCCS.NCCN
ΔE to the lowest compared entry with this formula, charge and spin (kcal per mole): 0.57
Total energy (hartree): -707.7835
HOMO (eV): -9.068
Kohn-Sham gap (eV): 9.821


Molecular formula: C4H11N2
Method: DFT, ωB97M-V/def2-TZVPD

Each line ends with the Löwdin charge.
Element x y z (Å)
C  -1.4585  -0.4568  0.9329  -0.02
C  0.0507  -0.8980  1.0626  -0.15
C  1.0490  -0.4287  0.0847  0.04
C  0.6420  -0.1228  -1.2079  -0.07
N  1.4421  0.3906  -2.1876  0.25
N  -1.4048  1.1396  1.0761  0.21
H  -1.8041  -0.7484  -0.0527  0.12
H  -1.9756  -0.7119  1.8567  0.14
H  0.1406  -1.9957  1.1790  0.17
H  0.4161  -0.6705  2.0964  0.16
H  2.0898  -0.5426  0.3412  0.15
H  -0.1689  -0.7811  -1.5729  0.17
H  1.1498  1.1550  -2.8012  0.17
H  2.4515  0.4221  -2.0190  0.16
H  -0.4101  1.2768  0.8109  0.14
H  -1.4946  1.5996  1.9865  0.18
H  -2.0199  1.6481  0.4319  0.18

Properties
Net charge: +2
ΔE to the lowest compared entry with this formula, charge and spin (kcal per mole): 33.40
Total energy (hartree): -267.7718
HOMO (spin up / spin down) (eV): -19.232 / -20.643
Kohn-Sham gap (spin up / spin down) (eV): 10.288 / 8.855
Spin multiplicity: 2